(1)
The following is a DFT calculation (ωB97M-V/def2-TZVPD) of C22H45AgN2Si4 as an isolated structure at a distorted geometry.

Output
- Total energy: -2279.74597 Ha
- Gap between HOMO and LUMO: 7.6 eV
- Maximum force: 0.0612 Eh/bohr
- Highest occupied orbital energy: -7.24 eV
- E_LUMO: 0.01395 Ha

Structure (ORCA input):
```
! RIJCOSX wB97M-V def2-TZVPD def2/J DEFGRID3
* xyz 0 1
Ag -0.01 -1.45 -0.06
C 3.04 1.92 3.83
C 3.55 1.68 2.45
C 4.87 1.99 2.16
C 5.38 2.10 0.87
C 6.80 2.61 0.69
C 4.56 1.78 -0.21
C 3.22 1.40 0.07
C 2.32 1.18 -1.09
C 2.74 1.41 1.36
H 2.51 2.85 3.81
H 3.71 1.93 4.63
H 2.19 1.23 4.04
H 5.49 2.17 3.03
H 6.86 3.60 1.18
H 7.20 2.69 -0.28
H 7.55 2.05 1.32
H 4.90 1.72 -1.21
H 2.72 0.43 -1.78
H 2.25 2.12 -1.66
H 1.24 0.94 -0.81
H 1.66 1.26 1.47
C 5.55 -2.31 0.70
N 4.23 -2.60 0.12
C 3.69 -3.82 -0.25
C 2.32 -3.59 -0.19
N 2.07 -2.28 0.07
C 3.22 -1.71 0.35
H 6.03 -3.22 1.14
H 5.31 -1.63 1.47
H 6.29 -1.89 -0.01
H 4.26 -4.74 -0.51
H 1.55 -4.32 -0.28
H 3.33 -0.73 0.80
C -1.46 0.05 -3.88
Si -2.43 0.76 -2.48
C -1.78 2.54 -2.30
C -4.15 0.97 -3.25
Si -2.28 -0.69 -0.68
Si -2.87 0.75 1.16
C -4.13 2.17 0.70
C -1.32 1.59 1.68
C -3.43 -0.20 2.72
Si -4.13 -2.26 -0.59
C -5.56 -1.47 0.18
C -3.52 -3.73 0.44
C -4.65 -2.90 -2.22
H -1.51 0.75 -4.68
H -1.88 -0.91 -4.35
H -0.46 -0.06 -3.63
H -1.86 2.92 -3.32
H -0.71 2.62 -2.02
H -2.25 3.25 -1.57
H -4.13 1.72 -4.08
H -5.03 1.14 -2.60
H -4.38 0.08 -3.86
H -3.63 3.04 0.22
H -4.68 2.60 1.63
H -4.89 1.81 0.06
H -1.52 1.83 2.69
H -0.93 2.42 1.12
H -0.53 0.78 1.66
H -4.17 -0.91 2.40
H -3.87 0.35 3.58
H -2.61 -0.77 3.14
H -5.43 -0.85 1.03
H -6.42 -2.18 0.29
H -5.93 -0.74 -0.57
H -3.53 -3.49 1.46
H -2.46 -3.93 0.09
H -4.02 -4.68 0.28
H -4.92 -2.15 -3.01
H -5.37 -3.66 -2.13
H -3.75 -3.33 -2.54
*
```

Results of the Mulliken charge analysis, in e, for atoms 1 through 8: atom 1 (Ag): -0.235, atom 2 (C): -1.717, atom 3 (C): 0.768, atom 4 (C): -0.737, atom 5 (C): 0.656, atom 6 (C): -1.653, atom 7 (C): -1.005, atom 8 (C): 0.474

***

(2)
The following is a DFT calculation (ωB97M-V/def2-TZVPD) of C22H45Al2NO27S as an isolated structure at a distorted geometry.

Output
- Total energy: -3832.39888 Ha
- ΔE to the lowest compared entry with this formula, charge and spin: 2.1379 eV
- Gap between HOMO and LUMO: 1.5 eV
- Maximum force: 0.0945 Eh/bohr
- Highest occupied orbital energy: -19.19 eV
- E_LUMO: -0.65112 Ha

Structure (ORCA input):
```
! RIJCOSX wB97M-V def2-TZVPD def2/J DEFGRID3
* xyz 4 1
Al 1.47 -0.20 -4.04
Al -3.11 -0.10 -3.00
S -0.25 0.49 -0.92
O -0.56 -0.68 -1.70
O 0.40 0.23 0.35
O 0.69 1.24 -1.67
O -1.58 1.15 -0.84
C 3.86 -7.13 1.93
O 3.60 -5.76 1.91
C 2.33 -5.25 1.84
O 1.32 -5.91 1.79
O 2.41 -3.97 1.88
C 1.35 -2.96 2.03
H 3.86 -7.38 0.87
H 3.16 -7.70 2.55
H 4.88 -7.32 2.26
H 1.47 -2.05 1.45
H 1.13 -2.68 3.06
H 0.44 -3.35 1.59
C -2.29 3.48 5.92
O -2.68 3.19 4.58
C -2.24 2.05 4.00
O -1.58 1.10 4.54
O -2.74 2.07 2.79
C -3.02 0.88 2.05
H -2.47 4.55 6.09
H -1.22 3.31 5.93
H -2.75 2.82 6.65
H -3.10 1.06 0.97
H -3.94 0.43 2.41
H -2.19 0.19 2.13
C 0.61 3.26 1.73
O 1.13 4.47 2.31
C 0.32 5.52 2.38
O -0.92 5.48 2.16
O 0.97 6.54 2.80
C 0.30 7.83 3.06
H 1.26 2.39 1.84
H 0.45 3.31 0.65
H -0.35 2.99 2.16
H -0.16 7.98 2.08
H 0.91 8.69 3.32
H -0.54 7.81 3.76
C -3.72 -5.30 -2.31
O -3.60 -4.80 -0.99
C -3.17 -3.55 -0.83
O -2.99 -2.75 -1.70
O -3.00 -3.35 0.40
C -2.46 -2.07 0.87
H -3.99 -4.56 -3.07
H -4.56 -5.99 -2.33
H -2.77 -5.70 -2.67
H -2.53 -2.08 1.96
H -3.00 -1.15 0.65
H -1.46 -1.81 0.52
C -4.08 4.49 -4.95
O -3.72 4.97 -3.68
C -3.51 4.00 -2.68
O -3.93 2.84 -2.64
O -2.88 4.65 -1.65
C -2.60 3.95 -0.43
H -3.45 3.64 -5.19
H -4.06 5.19 -5.79
H -5.11 4.18 -4.77
H -3.35 3.23 -0.13
H -2.56 4.74 0.32
H -1.61 3.50 -0.53
C 3.62 -5.97 -1.57
O 3.40 -4.95 -2.57
C 2.25 -4.25 -2.61
O 2.00 -3.37 -3.46
O 1.37 -4.54 -1.67
C 0.37 -3.54 -1.36
H 2.75 -6.61 -1.40
H 3.64 -5.56 -0.56
H 4.55 -6.50 -1.77
H -0.53 -3.86 -0.83
H -0.08 -2.95 -2.16
H 0.82 -2.72 -0.80
C 5.24 -3.01 0.14
O 4.31 -2.58 -0.81
C 3.68 -1.33 -0.84
O 2.78 -1.14 -1.64
O 4.22 -0.48 0.10
C 3.61 0.79 0.32
H 6.03 -2.26 0.04
H 5.65 -3.94 -0.26
H 4.89 -3.00 1.17
H 4.28 1.32 0.99
H 2.70 0.53 0.86
H 3.41 1.34 -0.60
C -0.24 4.43 -3.25
N 1.06 4.12 -3.90
O 1.49 3.01 -3.96
O 1.68 5.10 -4.34
H -0.98 3.72 -3.61
H -0.52 5.45 -3.50
H 0.06 4.40 -2.21
*
```

Results of the Mulliken charge analysis, in e, for atoms 1 through 8: atom 1 (Al): 1.190, atom 2 (Al): 1.272, atom 3 (S): 1.406, atom 4 (O): -0.910, atom 5 (O): -0.601, atom 6 (O): -0.474, atom 7 (O): -0.115, atom 8 (C): -0.555

***

(3)
The following is a DFT calculation (ωB97M-V/def2-TZVPD) of C22H45N2P3SSc as an isolated structure at a distorted geometry.

Output
- Total energy: -3156.85456 Ha
- ΔE to the lowest compared entry with this formula, charge and spin: 0.1802 eV
- Gap between HOMO and LUMO: 7.6 eV
- Maximum force: 0.1144 Eh/bohr
- Highest occupied orbital energy: -17.40 eV
- E_LUMO: -0.36140 Ha

Structure (ORCA input):
```
! RIJCOSX wB97M-V def2-TZVPD def2/J DEFGRID3
* xyz 3 1
Sc -0.17 -0.02 -0.06
P 0.43 -2.52 -0.86
P 1.76 1.71 -0.95
P -0.82 0.18 -2.77
H -1.77 -0.82 -0.57
C -1.88 -0.85 0.59
C -2.90 -1.96 0.69
H -3.71 -1.75 -0.04
C 0.55 -3.65 0.58
C 2.03 -2.82 -1.71
C -0.68 -3.52 -1.94
C 1.20 3.45 -0.94
C 3.23 1.86 0.13
C 2.61 1.62 -2.58
C -2.46 -0.57 -3.14
C 0.18 -0.53 -4.14
C -1.11 1.87 -3.43
H -0.98 -1.24 1.18
H -2.42 -2.91 0.40
H -0.17 -3.36 1.35
H 1.56 -3.61 1.02
H 0.34 -4.68 0.26
H 2.86 -2.40 -1.12
H 2.03 -2.34 -2.70
H 2.19 -3.90 -1.84
H -1.73 -3.39 -1.65
H -0.41 -4.58 -1.81
H -0.57 -3.26 -2.99
H 2.08 4.12 -0.95
H 0.61 3.64 -0.04
H 0.57 3.66 -1.82
H 3.94 2.57 -0.33
H 3.72 0.88 0.25
H 2.94 2.22 1.12
H 3.55 2.19 -2.52
H 1.99 2.03 -3.39
H 2.85 0.58 -2.81
H -2.78 -0.22 -4.13
H -3.21 -0.24 -2.40
H -2.42 -1.66 -3.13
H -0.35 -0.34 -5.08
H 0.31 -1.61 -4.02
H 1.17 -0.05 -4.17
H -1.70 1.77 -4.36
H -0.17 2.38 -3.66
H -1.68 2.48 -2.72
C -2.26 0.56 1.09
C -1.87 1.67 0.30
C -1.89 2.96 0.89
C -2.35 3.11 2.20
C -2.84 2.02 2.92
C -2.84 0.74 2.36
S -3.90 -2.44 2.22
H -2.94 -3.05 2.80
H -1.69 1.55 -0.79
H -1.57 3.82 0.30
H -2.36 4.11 2.66
H -3.26 2.16 3.92
H -3.25 -0.13 2.87
C 0.41 1.54 5.06
C 0.92 0.77 3.92
C 1.95 -0.17 3.78
C 1.97 -0.56 2.44
N 0.94 0.06 1.79
N 0.38 0.90 2.70
C 2.97 -1.42 1.78
H 0.87 1.18 5.98
H 0.65 2.61 4.96
H -0.68 1.45 5.15
H 2.62 -0.50 4.55
H -0.35 1.57 2.48
H 2.89 -2.45 2.15
H 2.87 -1.42 0.69
H 3.99 -1.07 2.03
*
```

Results of the Mulliken charge analysis, in e, for atoms 1 through 8: atom 1 (Sc): -2.691, atom 2 (P): 1.339, atom 3 (P): 1.417, atom 4 (P): 1.138, atom 5 (H): -0.636, atom 6 (C): 2.240, atom 7 (C): -1.000, atom 8 (H): 0.468